Entry 1:
Here is a 2-piece molecular cluster, C5H14 overall at a distorted geometry from the OMol25 dataset. Energies are from the ωB97M-V functional and the def2-TZVPD basis.

Geometry as ORCA input:
```
! wB97M-V def2-TZVPD RIJCOSX def2/J DEFGRID3
* xyz 0 1
C -1.3695 -2.1898 2.0800
C -0.4340 -1.1439 1.4979
C 0.4700 -1.7099 0.4006
H -0.8778 -2.7547 2.8895
H -1.7261 -2.9097 1.3326
H -2.2669 -1.7658 2.5344
H -1.0182 -0.3201 1.0673
H 0.1659 -0.6848 2.2824
H 1.1673 -0.9318 0.1007
H 1.1288 -2.4522 0.8474
H -0.0903 -2.1377 -0.4190
C 0.0487 2.8955 -1.8075
C 1.1857 1.8466 -1.8574
H -0.5549 2.8960 -2.7077
H -0.6481 2.6745 -0.9998
H 0.4379 3.8894 -1.5799
H 1.2011 1.3634 -2.8358
H 2.1605 2.3065 -1.7633
H 1.0198 1.1284 -1.0623
*
```

## Properties
HOMO in hartree: -0.4174
Relative energy (zero: lowest compared OMol25 entry of this formula, charge and spin) in kJ/mol: 26.05
E_tot in hartree: -198.8792
SMILES: CCC.CC

For each atom in turn, the natural (NBO) charge in e is: atom 1 (C): -0.6103, atom 2 (C): -0.3960, atom 3 (C): -0.6023, atom 4 (H): 0.2027, atom 5 (H): 0.2016, atom 6 (H): 0.2082, atom 7 (H): 0.1900, atom 8 (H): 0.1970, atom 9 (H): 0.2056, atom 10 (H): 0.1990, atom 11 (H): 0.2047, atom 12 (C): -0.6130, atom 13 (C): -0.6136, atom 14 (H): 0.2052, atom 15 (H): 0.2014, atom 16 (H): 0.2048, atom 17 (H): 0.2050, atom 18 (H): 0.2048, atom 19 (H): 0.2053

Entry 2:
Here is C11H19Cl2N2S5Zn as an isolated structure from the OMol25 dataset. Energies are from the ωB97M-V functional and the def2-TZVPD basis.

Geometry as ORCA input:
```
! wB97M-V def2-TZVPD RIJCOSX def2/J DEFGRID3
* xyz 1 1
Zn -0.7806 0.0380 -0.2045
Cl 0.8918 -2.2532 -0.1118
C 0.5606 -2.7026 -1.8071
Cl 0.9827 -1.3963 -2.9206
H -0.5015 -2.8979 -1.8983
H 1.1679 -3.5689 -2.0375
C -2.8230 0.7100 2.3461
S -1.5006 -0.5003 2.0448
C -2.4305 -1.8671 1.4507
C -2.8288 -2.0104 0.1700
S -2.5377 -0.9398 -1.1945
S -3.7578 -3.4453 -0.1525
C -3.7713 -4.1014 1.4724
S -4.5253 -5.4756 1.8719
S -2.8844 -3.1098 2.5951
H -2.3590 1.6337 2.6878
H -3.4615 0.3162 3.1325
H -3.3929 0.8747 1.4347
C 2.4688 5.4177 -0.8578
C 2.6293 4.2543 0.1074
N 2.1921 2.9714 -0.4630
C 3.0753 2.3649 -1.4683
C 2.5605 2.4871 -2.8979
C 1.0559 2.3771 -0.1173
C 0.1523 3.0308 0.8884
N 0.6735 1.2290 -0.6298
H 2.7850 6.3413 -0.3743
H 1.4293 5.5312 -1.1684
H 3.0812 5.2846 -1.7490
H 2.0801 4.4412 1.0247
H 3.6757 4.1360 0.3922
H 3.2474 1.3191 -1.1995
H 4.0387 2.8632 -1.3758
H 1.5763 2.0354 -3.0260
H 3.2509 1.9853 -3.5751
H 2.4859 3.5302 -3.1999
H -0.0677 4.0615 0.6144
H 0.6056 3.0293 1.8800
H -0.7889 2.4884 0.9337
H 1.3078 0.8338 -1.3119
*
```

## Properties
HOMO in hartree: -0.3864
Relative energy (zero: lowest compared OMol25 entry of this formula, charge and spin) in kJ/mol: 0.00
E_tot in hartree: -5230.5593

For each atom in turn, the natural (NBO) charge in e is: atom 1 (Zn): 1.4337, atom 2 (Cl): -0.0406, atom 3 (C): -0.3854, atom 4 (Cl): -0.0162, atom 5 (H): 0.2481, atom 6 (H): 0.2454, atom 7 (C): -0.7346, atom 8 (S): 0.2195, atom 9 (C): -0.5092, atom 10 (C): -0.3472, atom 11 (S): -0.4084, atom 12 (S): 0.4895, atom 13 (C): -0.5859, atom 14 (S): 0.0696, atom 15 (S): 0.4753, atom 16 (H): 0.2362, atom 17 (H): 0.2529, atom 18 (H): 0.2419, atom 19 (C): -0.6233, atom 20 (C): -0.2072, atom 21 (N): -0.3729, atom 22 (C): -0.2312, atom 23 (C): -0.6258, atom 24 (C): 0.5461, atom 25 (C): -0.6742, atom 26 (N): -1.0223, atom 27 (H): 0.2378, atom 28 (H): 0.2139, atom 29 (H): 0.2162, atom 30 (H): 0.2130, atom 31 (H): 0.2149, atom 32 (H): 0.2084, atom 33 (H): 0.2271, atom 34 (H): 0.2097, atom 35 (H): 0.2372, atom 36 (H): 0.2244, atom 37 (H): 0.2540, atom 38 (H): 0.2521, atom 39 (H): 0.2173, atom 40 (H): 0.4004

Entry 3:
Here is C47H42N10O3SbW as an isolated structure at a distorted geometry from the OMol25 dataset. Energies are from the ωB97M-V functional and the def2-TZVPD basis.

Geometry as ORCA input:
```
! wB97M-V def2-TZVPD RIJCOSX def2/J DEFGRID3
* xyz 1 1
W -0.6135 -0.7711 -1.2594
C -2.9735 -0.7096 -7.5141
C -3.1326 0.6588 -7.3090
C -2.7324 1.2611 -6.1261
C -2.1694 0.4532 -5.1552
C -1.6521 0.7582 -3.8277
N -1.6336 1.9484 -3.3790
C -1.4344 2.2811 -2.0022
C -0.4135 3.3940 -1.7721
C 0.3959 3.8030 -2.8234
C 1.4411 4.6876 -2.6216
C 1.6782 5.1957 -1.3562
C 0.8726 4.8021 -0.2997
C -0.1680 3.8985 -0.4905
C -0.7210 1.2046 0.0970
N -1.9983 -0.2686 1.7298
C 0.2745 -0.4119 0.9081
N 0.7621 -1.4539 0.1473
C 2.1091 -1.3943 0.0367
N 2.6767 -2.1603 -0.8855
C 1.9328 -2.6168 -1.8763
N 0.7412 -2.0526 -2.3329
C 0.3106 -2.8565 -3.3925
N -0.7005 -2.5960 -4.1982
C -1.3180 -1.4368 -4.2039
N -1.1770 -0.4493 -3.2423
C -2.0147 -0.9277 -5.3593
C -2.4068 -1.5237 -6.5494
C 1.2419 -3.9229 -3.6153
C 1.3010 -4.9448 -4.5583
C 2.4198 -5.7571 -4.5469
C 3.4558 -5.5743 -3.6267
C 3.4029 -4.5741 -2.6759
C 2.2895 -3.7420 -2.6861
C 2.9608 -0.6634 1.0137
C 4.1755 -1.3178 1.2620
C 5.0566 -0.8934 2.2332
C 4.7424 0.2149 3.0020
C 3.5865 0.9202 2.7289
C 2.6830 0.5227 1.7476
N -0.9059 1.1085 -1.3081
H -3.3007 -1.1423 -8.4467
H -3.5724 1.2583 -8.0911
H -2.8400 2.3215 -5.9616
H 0.1990 3.3962 -3.8038
H 2.0727 4.9711 -3.4486
H 2.5001 5.8755 -1.1853
H 1.0477 5.2095 0.6896
H -2.2732 -2.5828 -6.7027
H 0.5061 -5.0812 -5.2746
H 2.4967 -6.5569 -5.2662
H 4.3149 -6.2247 -3.6720
H 4.1942 -4.4274 -1.9570
H 4.4016 -2.1909 0.6713
H 5.9753 -1.4310 2.3940
H 5.3933 0.5419 3.7971
H 3.3763 1.8236 3.2831
C -3.7846 -3.1170 -0.2723
C -2.6739 -2.2699 -0.8014
O -2.8403 -1.0752 -1.1800
O -1.4851 -2.7102 -0.8661
H -4.0221 -3.8970 -0.9940
H -4.6609 -2.5054 -0.0820
H -3.4512 -3.6054 0.6424
C -0.7167 -0.4393 7.4578
C 0.6139 -0.1747 6.7613
N 0.5071 -0.2579 5.3102
C 1.0540 -1.4100 4.6275
C 0.2562 -2.6872 4.8761
C -0.0233 0.7861 4.6655
O -0.3838 1.8196 5.2123
C -0.2259 0.7026 3.1707
C 0.5041 1.8374 2.5156
C 1.5673 1.5293 1.4464
C 0.7586 0.9045 0.3609
N -1.1632 -0.1892 0.6356
C -1.4483 0.0944 2.8720
H -0.5942 -0.3315 8.5318
H -1.0849 -1.4399 7.2492
H -1.4548 0.2829 7.1207
H 1.3726 -0.8856 7.0901
H 0.9388 0.8403 7.0080
H 2.0883 -1.5524 4.9598
H 1.0741 -1.1914 3.5551
H 0.2874 -2.9637 5.9267
H 0.6813 -3.5032 4.2964
H -0.7805 -2.5504 4.5768
H 0.9298 2.4522 3.3126
H 2.0441 2.4775 1.1476
H 1.3458 0.8143 -0.6329
H -2.0478 -0.2321 3.7155
C -0.8331 4.7972 2.6795
Sb -0.9953 3.0544 1.3699
C -2.8493 2.6735 -1.5271
C -3.0755 2.6761 1.8847
H -1.4134 5.6236 2.2900
H 0.1878 5.1256 2.8324
H -1.2314 4.5037 3.6436
H -3.4294 1.7579 -1.3965
H -3.3065 3.2617 -2.3186
H -2.8416 3.2666 -0.6146
H -3.6592 3.5876 1.7637
H -3.0700 2.4003 2.9387
H -3.5026 1.8625 1.3012
*
```

## Properties
HOMO (spin up / spin down) in hartree: -0.3499 / -0.3269
Relative energy (zero: lowest compared OMol25 entry of this formula, charge and spin) in kJ/mol: 836.71
E_tot in hartree: -2896.4569

Atom charges from the Löwdin analysis, given in e for atoms 1 to 99: atom 1 (W): 1.8906, atom 2 (C): -0.0532, atom 3 (C): -0.0457, atom 4 (C): 0.0107, atom 5 (C): -0.0867, atom 6 (C): -0.2350, atom 7 (N): 0.1932, atom 8 (C): -0.4708, atom 9 (C): -0.1620, atom 10 (C): -0.0154, atom 11 (C): -0.0570, atom 12 (C): -0.0683, atom 13 (C): -0.1171, atom 14 (C): -0.2080, atom 15 (C): -0.4322, atom 16 (N): 0.0698, atom 17 (C): -0.2132, atom 18 (N): 0.0117, atom 19 (C): -0.2618, atom 20 (N): 0.2077, atom 21 (C): -0.2300, atom 22 (N): 0.0126, atom 23 (C): -0.2198, atom 24 (N): 0.2151, atom 25 (C): -0.2242, atom 26 (N): -0.0048, atom 27 (C): -0.0970, atom 28 (C): 0.0095, atom 29 (C): -0.0913, atom 30 (C): 0.0162, atom 31 (C): -0.0485, atom 32 (C): -0.0443, atom 33 (C): 0.0135, atom 34 (C): -0.0902, atom 35 (C): -0.0639, atom 36 (C): -0.0129, atom 37 (C): -0.0552, atom 38 (C): -0.0489, atom 39 (C): -0.0191, atom 40 (C): -0.0990, atom 41 (N): -0.1215, atom 42 (H): 0.1111, atom 43 (H): 0.1122, atom 44 (H): 0.1201, atom 45 (H): 0.1105, atom 46 (H): 0.1098, atom 47 (H): 0.1098, atom 48 (H): 0.0892, atom 49 (H): 0.1190, atom 50 (H): 0.1206, atom 51 (H): 0.1114, atom 52 (H): 0.1128, atom 53 (H): 0.1199, atom 54 (H): 0.1083, atom 55 (H): 0.1101, atom 56 (H): 0.1124, atom 57 (H): 0.1242, atom 58 (C): 0.0385, atom 59 (C): -0.6388, atom 60 (O): -0.0506, atom 61 (O): -0.0849, atom 62 (H): 0.0989, atom 63 (H): 0.0942, atom 64 (H): 0.0991, atom 65 (C): -0.0626, atom 66 (C): -0.1860, atom 67 (N): -0.0479, atom 68 (C): -0.2043, atom 69 (C): -0.0604, atom 70 (C): -0.4699, atom 71 (O): 0.0689, atom 72 (C): -0.1405, atom 73 (C): -0.2306, atom 74 (C): -0.2395, atom 75 (C): -0.2598, atom 76 (N): -0.1647, atom 77 (C): -0.1419, atom 78 (H): 0.0778, atom 79 (H): 0.0648, atom 80 (H): 0.0730, atom 81 (H): 0.1219, atom 82 (H): 0.1229, atom 83 (H): 0.1242, atom 84 (H): 0.0963, atom 85 (H): 0.0693, atom 86 (H): 0.0762, atom 87 (H): 0.0736, atom 88 (H): 0.1074, atom 89 (H): 0.1516, atom 90 (H): 0.1845, atom 91 (H): 0.1372, atom 92 (C): -0.2424, atom 93 (Sb): 1.6663, atom 94 (C): 0.0197, atom 95 (C): -0.2125, atom 96 (H): 0.0117, atom 97 (H): 0.0036, atom 98 (H): 0.0122, atom 99 (H): 0.0968

> Number 2 is which compound?

C11H19Cl2N2S5Zn

> Which of these has the lowest E_tot?

C11H19Cl2N2S5Zn